DFT (the ωB97M-V functional and the def2-TZVPD basis) results for C5H10O in the gas phase.

Last column: Löwdin charge in e.
Positions of all 16 atoms, in Å:
O  -1.153  0.969  -2.026  -0.050
C  0.053  0.877  -1.292  -0.251
C  0.091  -0.309  -0.331  -0.384
C  1.422  -0.430  0.412  -0.082
C  -0.618  -1.332  1.654  0.132
C  -1.013  -0.221  0.756  -0.306
H  -1.856  1.177  -1.411  0.074
H  0.846  0.758  -2.038  0.128
H  0.261  1.804  -0.732  0.126
H  -0.075  -1.228  -0.905  0.147
H  1.641  0.442  1.038  0.096
H  2.256  -0.624  -0.239  0.078
H  1.325  -1.341  1.056  0.069
H  -0.189  -0.910  2.573  0.010
H  -1.016  0.789  1.188  0.111
H  -1.975  -0.422  0.297  0.104

Results
- Orbital gap: 0.3139 hartree
- ΔE to the lowest compared entry with this formula, charge and spin: 103.5 kcal per mole
- E_HOMO: -0.321 Ha
- E: -7390.27515 eV
- LUMO energy: -0.20 eV
- Total charge: 0

***

DFT (the ωB97M-V functional and the def2-TZVPD basis) results for 2 unconnected molecules or ions with the total composition C2H8BrNP.

Last column: Löwdin charge in e.
Positions of all 13 atoms, in Å:
C  -2.020  -0.104  -0.178  -0.058
C  -1.227  1.102  0.209  -0.044
N  -1.653  -1.296  0.023  0.253
P  3.654  0.493  -0.069  0.294
Br  1.969  -0.566  0.787  0.134
H  -0.860  0.879  1.175  0.056
H  -3.051  -0.054  -0.530  0.158
H  -0.433  1.343  -0.560  0.119
H  -1.775  2.131  0.302  0.143
H  -0.731  -1.451  0.351  0.074
H  4.726  -0.392  0.127  -0.159
H  -2.175  -2.109  -0.165  0.149
H  3.575  0.024  -1.473  -0.118

Results
- Orbital gap: 0.2830 hartree
- ΔE to the lowest compared entry with this formula, charge and spin: 3.4 kcal per mole
- E_HOMO: -0.467 Ha
- E: -83017.59265 eV
- LUMO energy: -5.00 eV
- Total charge: +1

***

DFT (the ωB97M-V functional and the def2-TZVPD basis) results for C6H13NO in the gas phase.

Last column: Löwdin charge in e.
Positions of all 21 atoms, in Å:
C  1.705  -1.734  0.876  -0.034
C  0.868  -0.485  0.884  -0.427
O  0.945  0.225  1.901  0.028
N  0.009  -0.363  -0.282  -0.106
C  0.407  -0.978  -1.496  -0.065
C  -0.995  0.662  -0.302  -0.441
C  -0.447  2.034  -0.527  -0.055
C  -1.801  0.592  0.925  -0.050
H  1.986  -1.968  1.891  0.074
H  2.791  -1.445  0.474  0.135
H  1.315  -2.530  0.244  0.067
H  -0.246  -1.682  -1.778  0.052
H  1.432  -1.460  -1.384  0.105
H  0.506  -0.188  -2.227  0.093
H  -1.506  0.462  -1.277  0.156
H  -1.265  2.616  -0.741  0.048
H  0.045  2.486  0.374  0.102
H  0.429  2.032  -1.215  0.097
H  -2.538  1.350  0.819  0.079
H  -1.300  0.709  1.820  0.053
H  -2.340  -0.336  1.021  0.090

Results
- Orbital gap: 0.3638 hartree
- ΔE to the lowest compared entry with this formula, charge and spin: 40.4 kcal per mole
- E_HOMO: -0.332 Ha
- E: -9969.42340 eV
- LUMO energy: 0.88 eV
- SMILES: CC(=O)N(C)C(C)C
- Total charge: 0